# C7H8N3S2Se3TeTi

A structure of composition C7H8N3S2Se3TeTi (ωB97M-V with the def2-TZVPD basis set, OMol25).

Each line ends with the Mulliken spin population.
Cartesian coordinates (Å):
Ti (-1.231, -1.343, 1.749)  1.062
Se (-3.743, -1.166, 1.720)  -0.035
Se (-2.920, -3.084, 0.707)  -0.021
Te (-2.240, -4.599, 2.639)  0.035
Se (-0.875, -2.828, 3.770)  -0.046
C (2.840, 1.140, -2.172)  0.000
C (1.585, 0.656, -1.537)  0.010
C (0.412, 1.349, -1.481)  -0.001
C (-0.650, 0.820, -0.727)  0.013
N (-0.553, -0.379, -0.170)  -0.005
C (0.577, -1.110, -0.286)  -0.007
S (0.655, -2.602, 0.455)  -0.011
N (1.635, -0.555, -0.941)  -0.002
C (-1.908, 1.575, -0.493)  0.005
H (2.645, 2.028, -2.768)  0.000
H (3.277, 0.370, -2.810)  0.000
H (3.568, 1.393, -1.398)  0.001
H (0.323, 2.315, -1.954)  0.000
H (2.506, -1.070, -0.909)  0.000
H (-1.994, 2.426, -1.165)  0.000
H (-1.902, 1.926, 0.542)  0.000
H (-2.766, 0.912, -0.594)  -0.001
S (-1.156, 0.820, 3.074)  0.005
C (0.437, 0.631, 2.601)  0.000
N (1.478, 0.376, 2.147)  -0.003

Calculated values
2S+1	2
energy relative to the best compared isomer or geometry (same formula, charge and spin)	0.00	kcal/mol
net charge	0
frontier orbital gap (spin up / spin down)	6.007 / 6.001	eV
maximum force	0.4	eV/Å
⟨S²⟩	0.760